#P
Here is a molecular structure, C3H5IO from the OMol25 dataset. Energies are from ωB97M-V/def2-TZVPD.

Summary:
Orbital gap   0.3556 Ha
LUMO level   -0.0010 Eh

Last column: Mulliken charge in e.
Positions of all 10 atoms, in Å:
C 0.39938 0.19943 -0.53845  0.5858
C 0.95423 -0.55759 0.67389  -1.0805
C -0.92950 0.81396 -0.35768  -0.7484
O 1.08355 0.27279 -1.55342  -0.5570
I -2.03307 -0.96240 -0.82773  0.0934
H 0.21816 -1.31123 1.09601  0.3043
H 1.70026 -1.16186 0.26110  0.3459
H 0.98810 0.04467 1.57638  0.3600
H -1.12296 1.04624 0.72141  0.3128
H -1.25816 1.61597 -1.05151  0.3837

=====

#Q
Here is a single C3H5IO molecule from the OMol25 dataset. Energies are from ωB97M-V/def2-TZVPD.

Summary:
SMILES   C=C(C)OI
Orbital gap   0.3015 Ha
LUMO level   -0.0226 Eh

Last column: Mulliken charge in e.
Positions of all 10 atoms, in Å:
C -1.09956 -1.00238 0.54263  -0.8877
C 0.24253 -0.78186 0.22010  0.8358
C 1.04193 0.43033 0.03718  -1.1293
O 0.93611 -1.96041 0.45156  -0.5965
I 2.50243 -2.01814 1.61982  0.2163
H -1.24839 -2.09750 0.68818  0.2527
H -1.83314 -0.40348 0.12783  0.3284
H 0.85642 0.68028 -1.04393  0.3079
H 0.92720 1.23761 0.79399  0.2816
H 2.10975 0.24059 -0.10445  0.3908

=====

What are the relative energies? In kJ/mol: #P 0.0; #Q 180.5.

=====

#P
Here is 2 unconnected molecules or ions with the total composition C3H5IO from the OMol25 dataset. Energies are from ωB97M-V/def2-TZVPD.

Summary:
SMILES   O=CI.C=C
Orbital gap   0.3751 Ha
LUMO level   0.0132 Eh

Last column: Mulliken charge in e.
Positions of all 10 atoms, in Å:
O 1.82571 0.37258 -2.73982  -0.3502
C 1.65880 -0.17702 -1.71963  -0.1143
I 2.65425 0.38535 0.04600  0.0397
H 1.05941 -1.06482 -1.61656  0.4182
C -1.34584 0.40801 0.40602  -0.4164
C -1.08355 -0.23590 1.53655  -0.5522
H -1.19195 -0.09881 -0.47453  0.2957
H -1.84139 1.44823 0.51112  0.1738
H -0.62429 -1.19094 1.54515  0.2434
H -1.11115 0.15331 2.50570  0.2622

=====

#Q
Here is 2 unconnected molecules or ions with the total composition C3H5IO from the OMol25 dataset. Energies are from ωB97M-V/def2-TZVPD.

Summary:
Orbital gap   0.2812 Ha
LUMO level   -0.0291 Eh

Last column: Mulliken charge in e.
Positions of all 10 atoms, in Å:
C 0.05254 -1.27593 -0.22840  -0.5662
C -0.06184 -0.07707 0.17012  0.6677
C 0.84008 0.81415 0.84287  -0.9173
O -1.77064 1.00265 -0.62614  -0.6619
I -2.55807 0.05277 -2.03228  0.1964
H -0.66116 -1.72674 -0.95406  0.1355
H 0.98396 -1.84377 -0.22683  0.2645
H 0.33618 1.79307 1.17864  0.2818
H 1.28024 0.27611 1.73136  0.3137
H 1.55872 0.98476 0.14471  0.2857

=====

What are the relative energies? In kJ/mol: #P 0.0; #Q 300.7.

=====

#P
Here is 3 unconnected molecules or ions with the total composition C2H11N3O2 from the OMol25 dataset. Energies are from ωB97M-V/def2-TZVPD.

Summary:
SMILES   [H]/N=C(\N)NC.O.O
Orbital gap   0.3436 Ha
LUMO level   0.0152 Eh

Last column: Mulliken charge in e.
Positions of all 18 atoms, in Å:
H 1.47897 -1.99095 0.72608  0.1424
N 1.35926 -0.99832 0.53532  -0.7626
C 0.11198 -0.71930 0.64439  0.6623
N -0.90737 -1.63894 0.94719  -0.5302
N -0.34735 0.54344 0.43317  -0.1519
C 0.54443 1.62044 0.12036  -0.8897
H -1.67382 -1.22296 1.44750  0.2279
H -0.52492 -2.40677 1.48068  0.2457
H -1.32152 0.69594 0.28579  0.2000
H 0.05863 2.58106 0.28558  0.2846
H 1.38640 1.60280 0.79315  0.3517
H 0.94943 1.62676 -0.89065  0.2809
O -3.23997 1.88614 -0.23553  -0.6466
H -3.03530 2.50645 0.47123  0.3115
H -3.92660 2.28889 -0.77215  0.3091
O 2.77784 -1.07529 -2.06781  -0.7185
H 2.14315 -0.75015 -1.40684  0.3919
H 3.49326 -1.54358 -1.63844  0.2915

=====

#Q
Here is 3 unconnected molecules or ions with the total composition C2H11N3O2 from the OMol25 dataset. Energies are from ωB97M-V/def2-TZVPD.

Summary:
SMILES   [H]/N=C(\N)NC.O.O
Orbital gap   0.3443 Ha
LUMO level   0.0189 Eh

Last column: Mulliken charge in e.
Positions of all 18 atoms, in Å:
H -0.44143 -0.60733 -1.74125  0.1928
N 0.01271 0.02913 -1.09840  -0.5916
C -0.75972 0.42518 -0.17199  0.5731
N -2.09734 0.86308 -0.47269  -0.5394
N -0.46488 0.58433 1.14154  -0.1922
C 0.77919 0.24494 1.76907  -0.9905
H -2.66809 0.90646 0.35807  0.1962
H -2.51027 0.24569 -1.15516  0.2427
H -1.20423 0.97760 1.69509  0.1619
H 0.62223 -0.30743 2.70323  0.3189
H 1.33325 -0.43835 1.11664  0.3724
H 1.41530 1.10412 2.01007  0.3029
O -0.95312 -3.43853 0.05692  -0.6493
H -0.82694 -2.73784 0.70617  0.2976
H -0.11099 -3.38340 -0.41196  0.3275
O 2.89086 1.80890 -1.13076  -0.6219
H 2.56763 1.80842 -0.22834  0.2852
H 3.43061 1.00831 -1.12429  0.3138

=====

What are the relative energies? In kJ/mol: #P 0.0; #Q 87.9.

=====

#P
Here is 3 unconnected molecules or ions with the total composition C2H9N3O from the OMol25 dataset. Energies are from ωB97M-V/def2-TZVPD.

Summary:
Orbital gap (spin up / spin down)   0.3155 / 0.2698 Ha
LUMO level (spin up / spin down)   0.0298 / 0.0291 Eh

Last column: Mulliken charge in e.
Positions of all 15 atoms, in Å:
C -0.14675 0.07111 -0.42516  0.2573
C 1.74687 0.66713 0.57489  -0.5136
N -0.58639 0.40385 0.77509  -0.7260
N -2.51803 0.15731 -0.23110  -0.6561
N 0.10215 -1.25040 -0.70691  -0.4862
O 2.43981 -0.49892 0.58738  -0.4818
H 2.25823 -0.97189 -0.24412  0.3592
H -0.75295 1.40409 0.82307  0.3028
H -0.18848 0.71881 -1.29879  0.4941
H -2.79423 -0.68443 0.27814  0.1875
H -3.07287 0.90914 0.18468  0.1892
H 0.01751 -1.51417 -1.67711  0.2088
H -0.17540 -1.88718 0.02948  0.2156
H 1.97209 1.36723 -0.23189  0.3127
H 1.69844 1.10831 1.56232  0.3365

=====

#Q
Here is 2 unconnected molecules or ions with the total composition C2H9N3O from the OMol25 dataset. Energies are from ωB97M-V/def2-TZVPD.

Summary:
SMILES   N=C(N)N.CO
Orbital gap   0.3464 Ha
LUMO level   0.0307 Eh

Last column: Mulliken charge in e.
Positions of all 15 atoms, in Å:
N 0.67560 -1.46233 -0.13262  -0.8103
C 0.69962 -0.31682 -0.74061  0.6054
N -0.03054 0.02919 -1.83899  -0.4369
N 1.67039 0.58413 -0.43702  -0.5719
H -0.04588 -2.05686 -0.54243  0.1908
H -0.58755 -0.71610 -2.23634  0.2330
H 0.53190 0.48127 -2.55197  0.2501
H 2.23324 0.24882 0.33830  0.2930
H 1.28828 1.49681 -0.21418  0.2569
C -1.33150 0.67166 1.24567  -0.5007
O -0.30362 -0.36745 1.92874  -0.5604
H -1.90137 0.25616 0.41562  0.2482
H -2.00212 0.93649 2.06070  0.2806
H -0.74017 1.53571 0.94903  0.1796
H -0.15629 -1.32068 1.75610  0.3427

=====

What are the relative energies? In kJ/mol: #P 378.4; #Q 0.0.

=====

#P
Here is 3 unconnected molecules or ions with the total composition C2H9NO4 from the OMol25 dataset. Energies are from ωB97M-V/def2-TZVPD.

Summary:
SMILES   NCC(=O)O.O.O
Orbital gap   0.3833 Ha
LUMO level   0.0141 Eh

Last column: Mulliken charge in e.
Positions of all 16 atoms, in Å:
N -0.24347 -2.74985 -0.53707  -0.5564
C -0.51215 -1.42119 -1.12929  -0.3383
C -1.10156 -0.31556 -0.30297  0.5012
O -0.53565 0.26302 0.54911  -0.4507
O -2.31530 0.11864 -0.80020  -0.4925
H -0.96796 -3.22698 0.01851  0.2315
H 0.02024 -3.42927 -1.30815  0.2452
H -1.25881 -1.40675 -1.93230  0.2488
H 0.44766 -0.93974 -1.39615  0.2479
H -2.64491 0.87087 -0.22377  0.3540
O 1.99040 1.09679 1.24505  -0.7035
H 1.94973 0.15115 1.16347  0.2841
H 1.14100 1.28470 1.73900  0.3715
O 1.25928 3.64625 1.03400  -0.6563
H 0.76209 2.97190 0.63806  0.3202
H 2.00942 3.08600 1.24269  0.3936

=====

#Q
Here is 3 unconnected molecules or ions with the total composition C2H9NO4 from the OMol25 dataset. Energies are from ωB97M-V/def2-TZVPD.

Summary:
SMILES   CNC(=O)O.O.O
Orbital gap   0.3773 Ha
LUMO level   0.0170 Eh

Last column: Mulliken charge in e.
Positions of all 16 atoms, in Å:
C -0.49227 -0.41536 2.27545  -0.9016
N -0.24632 -0.28090 0.86349  -0.1133
C -0.75582 -1.06021 -0.15194  0.5604
O -0.14786 -1.55927 -1.04726  -0.5700
O -2.09097 -1.29447 -0.03468  -0.4700
H 0.42859 -0.51925 2.85316  0.3200
H -1.05257 0.43212 2.67508  0.3101
H -1.02981 -1.34202 2.47858  0.3570
H 0.20980 0.52743 0.48226  0.1971
H -2.54035 -0.69012 0.57836  0.3179
O 3.24180 1.26355 -1.60758  -0.6294
H 2.34503 0.94579 -1.47398  0.3258
H 3.60413 0.36092 -1.62360  0.3244
O -0.48803 1.39785 -1.70506  -0.6222
H -0.78228 1.71994 -2.55204  0.2936
H -0.20307 0.51399 -2.01023  0.3004

=====

What are the relative energies? In kJ/mol: #P 38.0; #Q 0.0.

=====

#P
Here is 3 unconnected molecules or ions with the total composition C2H9NO4 from the OMol25 dataset. Energies are from ωB97M-V/def2-TZVPD.

Summary:
SMILES   CNC(=O)O.O.O
Orbital gap   0.3838 Ha
LUMO level   0.0298 Eh

Last column: Mulliken charge in e.
Positions of all 16 atoms, in Å:
C -1.44192 1.66581 0.43469  -0.7805
N -1.51690 0.50854 1.29306  -0.1925
C -0.61899 -0.51489 1.24796  0.6313
O -0.60564 -1.43030 2.04930  -0.5991
O 0.26719 -0.45777 0.22841  -0.4766
H -0.54535 1.59184 -0.16415  0.2935
H -1.34985 2.58520 1.01072  0.2879
H -2.28697 1.72058 -0.22312  0.2656
H -1.99692 0.51567 2.17902  0.2473
H 0.84453 -1.21234 0.42338  0.3180
O 0.70111 -0.18376 -5.88062  -0.6408
H 1.15671 -0.01710 -6.71641  0.3206
H -0.19452 0.13874 -6.02811  0.3201
O 2.45843 -1.47136 3.02449  -0.6017
H 2.44324 -2.40383 3.26673  0.3071
H 2.68586 -1.03505 3.85465  0.2998

=====

#Q
Here is 3 unconnected molecules or ions with the total composition C2H9NO4 from the OMol25 dataset. Energies are from ωB97M-V/def2-TZVPD.

Summary:
SMILES   CNC(=O)O.O.O
Orbital gap   0.3500 Ha
LUMO level   -0.0026 Eh

Last column: Mulliken charge in e.
Positions of all 16 atoms, in Å:
C -0.96422 0.73285 -0.71886  -0.4310
N -0.32075 -0.47803 -1.27932  -0.2022
C 0.95104 -0.57614 -1.80220  0.6280
O 1.24400 -1.52772 -2.49209  -0.6019
O 1.76454 0.37562 -1.29862  -0.5444
H -1.58892 1.21099 -1.50265  0.2646
H -1.56606 0.51082 0.14177  0.0086
H -0.08654 1.37085 -0.42026  0.2281
H -0.91539 -1.32956 -1.29733  0.2347
H 1.76468 0.22648 -0.26341  0.3892
O -2.08792 -1.19969 2.45852  -0.6354
H -1.15010 -1.31576 2.26800  0.3217
H -2.50973 -0.79027 1.68582  0.3175
O 1.86189 0.55331 1.31679  -0.6567
H 2.49497 1.27629 1.42906  0.3506
H 1.10849 0.95997 1.77481  0.3286

=====

What are the relative energies? In kJ/mol: #P 0.0; #Q 59.3.